No. 1
The following is a quantum chemistry calculation of a cluster of 2 separate species, C5H10N4O in total at a distorted geometry, from the Open Molecules 2025 dataset.

```
20
Properties=species:S:1:pos:R:3:mulliken_charge:R:1
C -1.602 2.637 0.203 -0.43
C -0.624 2.717 -0.738 -0.07
C -0.696 0.633 -0.119 0.21
C 1.171 -1.211 -0.297 0.45
C -0.258 -1.507 -0.038 0.06
N -1.597 1.311 0.566 -0.06
N 1.709 -1.326 -1.499 -0.34
N 1.817 -0.685 0.752 -0.37
N -0.665 -1.920 1.235 -0.44
O -0.158 1.455 -0.948 -0.24
H -2.143 3.458 0.527 0.43
H -0.180 3.363 -1.542 0.38
H -0.908 -1.511 -0.882 0.46
H 1.148 -1.891 -2.224 0.31
H 2.645 -1.066 -1.816 0.26
H 1.268 -0.496 1.560 0.24
H 2.765 -0.295 0.614 0.27
H 0.053 -2.340 1.823 0.26
H -1.681 -2.194 1.406 0.32
H -2.064 0.867 1.418 0.31
```

Values from the calculation:
Gap between HOMO and LUMO = 8.603 eV
Total charge = +2


No. 2
The following is a quantum chemistry calculation of a structure of composition C5H8O2, from the Open Molecules 2025 dataset.

```
15
Properties=species:S:1:pos:R:3:mulliken_charge:R:1
C 1.438 -0.002 0.703 -1.26
C 0.477 0.253 -0.417 1.38
C -0.087 -0.855 -1.200 -0.71
C -1.265 -0.560 -0.290 -0.32
O -1.134 -1.296 0.867 -0.43
C -0.768 1.320 -0.106 -0.71
O 0.404 1.561 -0.879 -0.49
H 2.427 -0.210 0.280 0.34
H 1.112 -0.861 1.293 0.29
H 1.519 0.879 1.348 0.35
H -0.275 -0.650 -2.253 0.28
H 0.420 -1.802 -1.023 0.31
H -1.933 -1.138 1.385 0.36
H -1.645 1.681 -0.632 0.31
H -0.690 1.680 0.923 0.32
```

Values from the calculation:
Gap between HOMO and LUMO = 8.564 eV
Total charge = 0


No. 3
The following is a quantum chemistry calculation of a structure of composition C31H17Cl5N6O4Ti, from the Open Molecules 2025 dataset.

```
64
Properties=species:S:1:pos:R:3:mulliken_charge:R:1
Ti -0.149 -0.186 -0.061 0.08
C 0.267 2.965 3.281 -0.55
C 0.719 2.183 2.221 -0.19
N -0.086 1.868 1.215 -0.03
C -1.347 2.335 1.255 0.93
C -1.793 3.078 2.336 -0.35
N -0.987 3.388 3.345 -0.53
C -2.121 2.055 0.029 -0.23
C -3.265 2.703 -0.383 -0.50
C -3.737 2.496 -1.686 0.65
C -2.957 1.724 -2.559 -0.82
C -1.829 1.098 -2.081 -0.22
N -1.503 1.183 -0.782 0.47
C -0.770 0.465 -2.893 0.71
C -0.886 0.176 -4.241 -0.27
N 0.146 -0.273 -4.949 -0.51
C 1.297 -0.446 -4.319 -0.53
C 1.419 -0.219 -2.948 -0.07
N 0.392 0.235 -2.243 0.21
C -4.972 3.147 -2.160 0.33
C -5.346 4.408 -1.710 -0.55
C -6.521 4.963 -2.197 -0.48
N -7.314 4.340 -3.061 -0.53
C -6.960 3.133 -3.486 -0.44
C -5.796 2.498 -3.074 -0.55
H 0.931 3.244 4.089 0.44
H 1.738 1.819 2.187 0.57
H -2.816 3.428 2.403 0.45
H -3.776 3.389 0.278 0.51
H -3.210 1.685 -3.609 0.68
H -1.823 0.303 -4.769 0.41
H 2.142 -0.789 -4.901 0.43
H 2.348 -0.417 -2.430 0.43
H -4.728 4.978 -1.028 0.45
H -6.834 5.951 -1.881 0.39
H -7.631 2.649 -4.186 0.38
H -5.566 1.505 -3.438 0.50
Cl 3.937 -2.433 5.331 -0.13
C 2.701 -1.933 4.269 0.50
C 3.029 -1.530 2.970 -0.07
Cl 4.638 -1.519 2.407 -0.16
C 1.999 -1.132 2.142 0.92
Cl 2.284 -0.601 0.496 -0.23
C 0.671 -1.120 2.536 -0.97
O -0.256 -0.734 1.642 0.19
C 0.348 -1.513 3.826 0.31
Cl -1.298 -1.484 4.291 -0.15
C 1.365 -1.921 4.692 0.35
Cl 0.966 -2.405 6.276 -0.13
O -2.971 -1.199 0.271 0.11
C -3.171 -2.564 0.235 0.83
C -4.437 -3.087 0.441 -0.90
C -4.635 -4.458 0.452 -0.60
C -3.566 -5.328 0.273 -0.75
C -2.303 -4.810 0.081 -0.80
C -2.092 -3.429 0.037 0.53
C -0.715 -2.962 -0.158 0.36
O 0.298 -3.501 0.159 -0.49
O -0.622 -1.723 -0.809 -0.31
H -3.793 -0.798 0.576 0.17
H -5.274 -2.415 0.603 0.42
H -5.632 -4.847 0.610 0.42
H -3.723 -6.397 0.289 0.44
H -1.447 -5.458 -0.053 0.49
```

Values from the calculation:
Gap between HOMO and LUMO = 6.291 eV
Total charge = +2


The evaluated LUMO energy for the records listed, in turn: -9.013, 0.841, -7.774 eV.
The evaluated energy above the lowest of the compared OMol25 structures with the same formula, charge and spin for the records listed, in turn: 203.26, 483.10, 194.84 kJ/mol.